Molecular formula: C28H35NO3P3Re
Method: DFT, the ωB97M-V functional and the def2-TZVPD basis

Each line ends with the Mulliken spin population.
Element x y z (Å)
Re: 0.9483 0.4117 -0.0902  2.787
C: 2.8371 -1.7426 -2.1311  0.014
P: 2.9525 -0.1104 -1.3805  -0.088
C: 4.4282 -0.0649 -0.3448  0.010
C: 3.1370 1.1399 -2.6967  0.016
C: 2.6294 2.5031 -2.2359  0.011
P: 0.9281 2.3559 -1.6015  -0.119
C: 0.4848 3.9587 -0.9115  0.010
C: -0.1638 2.0423 -3.0083  0.009
H: 3.6965 -1.8979 -2.7872  -0.002
H: 1.9179 -1.8298 -2.7100  -0.004
H: 2.8490 -2.5060 -1.3524  0.001
H: 5.2845 -0.3803 -0.9450  -0.001
H: 4.3199 -0.7523 0.4947  0.004
H: 4.6066 0.9459 0.0228  0.000
H: 2.5891 0.7810 -3.5713  -0.003
H: 4.1918 1.1805 -2.9792  -0.004
H: 2.6421 3.2255 -3.0555  -0.002
H: 3.2391 2.9193 -1.4285  -0.004
H: 0.7416 4.7176 -1.6549  -0.002
H: 1.0482 4.1511 0.0012  -0.004
H: -0.5878 4.0150 -0.7319  0.001
H: -0.1029 2.8746 -3.7125  0.001
H: -1.1961 1.9473 -2.6680  0.001
H: 0.1124 1.1191 -3.5176  -0.005
O: 1.3812 -0.8541 1.6738  0.030
C: 1.9450 0.1420 2.2278  0.087
C: 2.5797 0.3555 3.5583  0.004
C: 3.0009 1.8374 3.4875  -0.001
C: 2.6245 2.3158 2.0919  -0.003
O: 2.7889 3.3714 1.5578  0.020
N: 1.9909 1.2246 1.4438  0.012
H: 3.4185 -0.3346 3.6757  0.004
H: 1.8755 0.1250 4.3590  0.002
H: 4.0669 1.9946 3.6475  0.000
H: 2.4799 2.4603 4.2154  0.000
O: -0.3070 -0.8416 -0.9702  0.080
P: -1.6427 -1.1814 -0.1602  0.099
C: -3.0580 -0.8542 -1.1525  0.002
C: -3.1315 -1.4173 -2.4326  0.002
C: -4.2753 -1.2324 -3.1863  0.001
C: -5.3449 -0.5114 -2.6624  0.001
C: -5.2781 0.0346 -1.3871  0.000
C: -4.1333 -0.1327 -0.6250  -0.001
C: -1.5468 -2.8262 0.4597  0.000
C: -2.7348 -3.4497 0.8603  -0.001
C: -2.6886 -4.7365 1.3654  0.000
C: -1.4721 -5.4033 1.4522  0.000
C: -0.2942 -4.7893 1.0413  0.000
C: -0.3251 -3.4972 0.5474  -0.022
C: -1.5151 0.0523 1.1613  -0.040
C: -1.4977 -0.2940 2.5101  0.023
C: -1.3426 0.6954 3.4714  0.000
C: -1.1803 2.0278 3.0971  -0.009
C: -1.1943 2.3859 1.7574  0.007
C: -1.3699 1.4039 0.7774  0.072
H: -2.3088 -1.9998 -2.8307  -0.001
H: -4.3443 -1.6604 -4.1771  0.000
H: -6.2414 -0.3803 -3.2537  0.000
H: -6.1186 0.5849 -0.9871  0.000
H: -4.0849 0.2923 0.3713  0.001
H: -3.6893 -2.9443 0.7632  0.000
H: -3.6006 -5.2278 1.6756  0.000
H: -1.4437 -6.4146 1.8355  0.000
H: 0.6437 -5.3240 1.1009  0.000
H: 0.5884 -3.0157 0.2242  0.016
H: -1.6010 -1.3324 2.8012  0.004
H: -1.3644 0.4308 4.5212  0.000
H: -1.0807 2.7929 3.8566  0.000
H: -1.1227 3.4282 1.4800  0.002
H: -1.5849 1.6951 -0.2487  -0.017

Forces on atoms 1 to 6 (eV/Å):
Re -0.46 0.01 0.45
C 0.01 0.01 0.01
P 0.05 -0.11 -0.01
C 0.01 0.02 -0.03
C 0.04 -0.09 0.01
C -0.06 0.05 0.01

Results
**Expectation value of S²**: 3.7747
**Multiplicity**: 4
**Highest occupied orbital energy (alpha / beta)**: -0.630 / -0.630 Ha
**Net charge**: +3